# C44H89Cl3N2NbO27

A structure of composition C44H89Cl3N2NbO27 (ωB97M-V/def2-TZVPD, OMol25).

Last column: Mulliken charge in e.
CARTESIAN COORDINATES (ANGSTROEM)
C1 1.791 8.041 1.343  -0.9052
C2 2.586 6.882 0.537  -0.3305
C3 1.906 6.612 -0.903  -0.8009
C4 0.481 5.842 -0.667  0.6795
C5 0.615 4.392 -1.256  -0.7178
Nb1 -1.197 3.054 -1.369  -1.3290
C6 -2.739 4.722 -1.089  -0.7169
N1 -2.567 5.572 0.135  -0.3914
C7 -2.914 1.505 -1.455  -0.5185
O1 -4.087 1.946 -2.197  -0.1793
C8 -5.255 1.865 -1.340  -0.3961
C9 -5.782 0.373 -1.123  -0.5848
O2 -7.175 0.263 -1.572  -0.1659
C10 -8.054 0.912 -0.638  -0.3549
C11 -9.599 0.775 -1.105  -0.5651
O3 -10.489 0.482 -0.014  -0.3918
C12 -10.876 1.667 0.708  -0.1410
C13 -12.441 1.673 1.122  -0.9410
C14 -1.305 2.714 0.897  -0.8614
C15 -0.364 3.573 1.792  0.1709
O4 0.863 3.541 1.903  -0.4458
Cl1 -1.167 4.794 2.959  -0.3345
O5 0.092 1.426 -1.699  -0.4244
C16 0.823 0.979 -0.564  0.0952
C17 2.049 0.083 -1.147  -1.0007
N2 3.042 -0.110 -0.059  -0.0407
C18 4.273 -0.778 -0.544  -0.6972
C19 5.320 -0.804 0.699  0.5260
C20 6.835 -0.593 0.248  -1.3206
O6 4.968 0.287 1.583  -0.5186
C21 -1.361 3.121 -3.657  0.3925
Cl2 -1.816 1.533 -4.504  -0.2415
C22 -1.155 4.207 -4.506  0.2619
C23 -0.745 5.620 -3.982  -0.7446
Cl3 -1.332 4.014 -6.336  -0.2632
H1 1.475 8.895 0.662  0.2564
H2 0.825 7.590 1.762  0.2020
H3 2.395 8.402 2.236  0.3166
H4 3.702 7.069 0.486  0.3702
H5 2.397 5.925 1.140  0.1281
H6 1.749 7.644 -1.392  0.3510
H7 2.572 5.981 -1.568  0.3181
H8 0.329 5.915 0.468  -0.3420
H9 -0.301 6.528 -1.114  0.0602
H10 1.083 4.398 -2.312  0.5433
H11 1.410 3.840 -0.626  0.4055
H12 -3.729 4.152 -0.892  0.3909
H13 -2.971 5.307 -2.046  0.3021
H14 -2.898 6.516 -0.134  0.2180
H15 -3.188 5.296 0.902  0.2752
H16 -3.249 1.186 -0.395  0.3839
H17 -2.540 0.526 -1.938  0.3205
H18 -5.084 2.322 -0.312  0.3260
H19 -6.115 2.454 -1.812  0.3834
H20 -5.814 0.076 -0.009  0.3989
H21 -5.146 -0.426 -1.627  0.2817
H22 -7.869 2.044 -0.552  0.2528
H23 -7.941 0.514 0.436  0.2897
H24 -9.917 1.702 -1.698  0.3010
H25 -9.638 -0.096 -1.837  0.2402
H26 -10.693 2.644 0.160  0.2776
H27 -10.304 1.651 1.706  0.1993
H28 -12.909 0.640 1.095  0.2508
H29 -12.503 2.072 2.198  0.3094
H30 -13.050 2.381 0.479  0.2200
H31 -2.385 2.995 1.182  0.7329
H32 -1.221 1.611 1.207  0.5628
H33 1.330 1.764 0.076  0.0904
H34 0.198 0.271 0.073  0.1801
H35 1.695 -0.869 -1.659  0.2858
H36 2.552 0.770 -1.921  0.2867
H37 2.612 -0.590 0.738  0.1993
H38 4.002 -1.853 -0.809  0.2666
H39 4.784 -0.212 -1.394  0.3031
H40 5.188 -1.776 1.277  0.1517
H41 6.941 0.388 -0.336  0.3842
H42 7.470 -0.485 1.189  0.3342
H43 7.200 -1.496 -0.351  0.2944
H44 5.708 0.920 1.650  0.2832
H45 0.401 5.672 -3.917  0.2175
H46 -1.011 6.373 -4.812  0.4003
H47 -1.234 6.004 -3.047  0.0598
C24 10.197 -2.837 1.730  -0.6405
O7 9.773 -3.261 0.435  -0.1984
C25 10.657 -4.037 -0.206  0.7320
O8 11.732 -4.384 0.216  -0.5394
O9 10.137 -4.361 -1.399  -0.3154
C26 10.978 -5.193 -2.197  -0.6191
H48 9.406 -2.217 2.154  0.1698
H49 10.351 -3.696 2.386  0.3064
H50 11.106 -2.236 1.661  0.3092
H51 11.163 -6.146 -1.697  0.2856
H52 11.918 -4.686 -2.423  0.2834
H53 10.457 -5.389 -3.134  0.2206
C27 -7.124 0.391 -4.475  -0.2931
O10 -7.062 1.037 -5.749  -0.3825
C28 -6.392 0.349 -6.682  0.7956
O11 -5.863 -0.725 -6.530  -0.5746
O12 -6.410 1.064 -7.818  -0.3668
C29 -5.727 0.446 -8.906  -0.6303
H54 -7.686 1.034 -3.802  0.0990
H55 -7.645 -0.566 -4.554  0.2926
H56 -6.122 0.254 -4.064  0.2139
H57 -6.191 -0.509 -9.161  0.2930
H58 -4.669 0.311 -8.670  0.2794
H59 -5.806 1.109 -9.768  0.2316
C30 0.527 3.439 4.955  -0.5570
O13 1.111 3.844 6.199  -0.3300
C31 1.192 2.871 7.113  0.7054
O14 0.826 1.731 6.972  -0.5407
O15 1.755 3.386 8.221  -0.3247
C32 1.905 2.452 9.286  -0.6293
H60 0.512 4.304 4.293  0.2658
H61 1.126 2.657 4.485  0.2938
H62 -0.501 3.102 5.104  0.2869
H63 2.558 1.629 8.989  0.2873
H64 0.932 2.075 9.608  0.2855
H65 2.367 2.975 10.124  0.2183
C33 -7.840 -6.453 -2.698  -0.6171
O16 -7.993 -5.713 -3.907  -0.3391
C34 -7.017 -4.816 -4.128  0.7896
O17 -6.072 -4.607 -3.410  -0.5456
O18 -7.279 -4.195 -5.286  -0.3331
C35 -6.314 -3.202 -5.654  -0.3180
H66 -8.680 -7.143 -2.623  0.2142
H67 -6.915 -7.033 -2.715  0.2857
H68 -7.862 -5.786 -1.833  0.2874
H69 -5.329 -3.654 -5.788  0.2836
H70 -6.276 -2.409 -4.908  0.0430
H71 -6.627 -2.770 -6.600  0.2703
C36 12.818 -5.087 7.630  -0.6316
O19 12.837 -4.420 6.370  -0.3331
C37 13.462 -5.100 5.397  0.7743
O20 13.983 -6.183 5.512  -0.5252
O21 13.407 -4.368 4.277  -0.3112
C38 14.039 -4.975 3.149  -0.6115
H72 12.289 -4.447 8.337  0.2210
H73 12.284 -6.037 7.556  0.2854
H74 13.834 -5.244 7.999  0.2818
H75 13.553 -5.920 2.897  0.2961
H76 15.104 -5.127 3.338  0.3335
H77 13.933 -4.297 2.302  0.1728
C39 15.759 -8.329 5.074  -0.3525
O22 15.603 -9.578 4.396  -0.3292
C40 16.077 -9.586 3.144  0.7936
O23 16.600 -8.659 2.578  -0.5439
O24 15.868 -10.807 2.627  -0.3250
C41 16.327 -10.961 1.286  -0.6252
H78 15.341 -8.437 6.074  0.1730
H79 16.817 -8.072 5.167  0.2977
H80 15.216 -7.541 4.559  0.1700
H81 17.406 -10.806 1.229  0.2857
H82 15.803 -10.274 0.618  0.2907
H83 16.107 -11.982 0.974  0.2171
C42 -17.689 2.972 1.017  -0.6117
O25 -18.041 2.516 -0.287  -0.3125
C43 -17.107 1.748 -0.871  0.8053
O26 -16.048 1.435 -0.391  -0.5245
O27 -17.560 1.391 -2.081  -0.3206
C44 -16.662 0.565 -2.821  -0.6133
H84 -18.513 3.580 1.390  0.2146
H85 -17.547 2.128 1.695  0.2810
H86 -16.791 3.592 0.980  0.2883
H87 -16.479 -0.374 -2.294  0.2855
H88 -15.723 1.090 -3.010  0.2913
H89 -17.130 0.339 -3.779  0.2119

Values from the calculation:
highest occupied orbital energy: -4.9 eV
E_LUMO: 1.49 eV
energy relative to the best compared isomer or geometry (same formula, charge and spin): 0.0 kJ/mol
total energy: -144442.85706 eV
charge: -1